Entry 1:
Molecular formula: C28H46BrCoN3P2S
Method: DFT, ωB97M-V/def2-TZVPD

Atoms and positions in Å:
N -5.56 3.83 -3.85
C -5.58 4.23 -2.58
C -4.94 3.51 -1.56
C -4.17 2.36 -1.91
C -4.21 1.93 -3.26
C -4.92 2.72 -4.20
C -3.22 1.81 -0.95
Co -2.10 0.15 -0.04
P 4.22 -0.87 0.35
C -1.89 1.37 -1.37
C -0.73 2.24 -1.01
C 0.50 2.06 -1.66
C 1.62 2.80 -1.25
C 1.51 3.61 -0.10
C 0.25 3.92 0.42
C -0.89 3.25 -0.05
Br 3.05 4.28 0.68
H -3.44 2.10 0.10
H -1.76 0.80 -2.30
H -4.98 3.87 -0.55
H -3.67 1.04 -3.60
H -6.12 5.15 -2.35
H -4.95 2.42 -5.25
H 0.59 1.28 -2.42
H -1.88 3.49 0.33
H 2.56 2.73 -1.77
H 0.16 4.69 1.18
P -1.32 -1.78 -0.32
C 4.43 0.94 0.33
C 5.78 1.49 -0.12
H 4.22 1.26 1.36
H 3.62 1.31 -0.30
H 5.78 2.58 0.00
H 6.61 1.11 0.49
H 6.01 1.28 -1.17
C 3.65 -1.17 -1.36
C 4.75 -1.94 -2.10
H 3.48 -0.19 -1.82
H 2.70 -1.72 -1.36
H 4.50 -2.07 -3.15
H 5.71 -1.40 -2.04
H 4.90 -2.93 -1.66
C 2.90 -1.18 1.57
C 3.60 -1.71 2.83
H 2.20 -1.91 1.16
H 2.35 -0.25 1.76
H 2.93 -2.31 3.45
H 4.44 -2.36 2.54
H 4.01 -0.90 3.44
C -1.01 -2.73 1.23
C -1.52 -4.16 1.16
H -1.45 -2.18 2.08
H 0.09 -2.69 1.39
H -2.59 -4.21 1.38
H -1.34 -4.61 0.17
H -1.00 -4.78 1.91
C 0.16 -2.09 -1.32
C -0.13 -2.36 -2.79
H 0.75 -2.90 -0.86
H 0.73 -1.16 -1.19
H -0.90 -3.13 -2.93
H -0.47 -1.44 -3.28
H 0.77 -2.70 -3.30
C -2.79 -2.45 -1.24
C -4.04 -2.05 -0.47
H -2.70 -3.53 -1.43
H -2.79 -1.96 -2.23
H -4.12 -0.94 -0.41
H -4.93 -2.43 -0.99
H -4.05 -2.47 0.55
S -2.47 0.61 2.05
C -1.16 0.15 3.03
N 0.10 0.63 3.00
C 0.80 0.34 4.23
C -0.15 -0.60 4.97
N -1.27 -0.72 4.06
H 0.36 1.37 2.36
H 0.98 1.25 4.82
H 1.78 -0.13 4.03
H -0.46 -0.17 5.92
H 0.29 -1.58 5.18
H -2.18 -1.09 4.35

## Properties
**Total charge**: +2
**LUMO energy (spin up / spin down)**: -7.347 / -8.246 eV
**Electronic energy**: -171318.1565 eV
**HOMO energy (spin up / spin down)**: -12.18 / -12.18 eV
**2S+1**: 4
**ΔE to the lowest compared entry with this formula, charge and spin**: 1.1 kJ/mol
**Orbital gap (spin up / spin down)**: 4.834 / 3.935 eV

Here is what Löwdin gives for the atomic charges, in e: 0.091 -0.091 0.020 -0.195 0.009 -0.095 -0.059 0.226 0.968 -0.251 -0.230 -0.001 -0.093 -0.699 -0.095 -0.023 0.883 0.085 0.123 0.120 0.114 0.125 0.126 0.126 0.118 0.112 0.115 0.914 -0.466 -0.143 0.065 0.023 0.054 0.077 0.072 -0.432 -0.171 0.066 0.035 0.070 0.068 0.071 -0.445 -0.189 0.049 0.043 0.062 0.059 0.074 -0.352 -0.117 0.042 0.075 0.081 0.080 0.091 -0.387 -0.122 0.097 0.057 0.074 0.075 0.091 -0.356 -0.131 0.100 0.088 0.053 0.101 0.082 0.800 -0.721 0.066 -0.107 -0.104 0.042 0.147 0.141 0.100 0.136 0.131 0.163



Entry 2:
Molecular formula: C54H44CrN4OP2S
Method: DFT, ωB97M-V/def2-TZVPD

Atoms and positions in Å:
Cr -0.29 -0.14 0.15
O 0.86 -2.73 1.39
S 1.56 -1.60 0.71
C 2.70 -0.92 1.89
C 3.92 -1.48 2.24
C 4.63 -0.98 3.32
C 4.11 0.07 4.07
C 2.88 0.63 3.73
C 2.16 0.14 2.64
P 0.56 0.92 2.24
C 1.02 2.67 2.43
C 1.99 3.20 1.58
C 2.41 4.50 1.74
C 1.87 5.29 2.75
C 0.90 4.77 3.59
C 0.47 3.46 3.44
C -0.55 0.50 3.60
C -0.18 -0.37 4.62
C -1.09 -0.67 5.63
C -2.36 -0.12 5.62
C -2.74 0.73 4.58
C -1.85 1.04 3.57
C 2.36 -2.27 -0.75
C 3.62 -2.87 -0.79
C 4.05 -3.46 -1.96
C 3.24 -3.49 -3.08
C 1.98 -2.93 -3.03
C 1.53 -2.30 -1.88
P -0.18 -1.66 -1.80
C -0.45 -0.72 -3.33
C 0.59 -0.26 -4.14
C 0.30 0.46 -5.29
C -1.01 0.75 -5.63
C -2.05 0.31 -4.81
C -1.77 -0.42 -3.67
C -1.21 -3.13 -1.96
C -1.61 -3.60 -3.21
C -2.35 -4.77 -3.30
C -2.68 -5.48 -2.16
C -2.27 -5.02 -0.91
C -1.53 -3.86 -0.81
H 4.33 -2.33 1.72
H 5.58 -1.42 3.59
H 4.65 0.45 4.92
H 2.48 1.44 4.31
H 2.43 2.58 0.81
H 3.18 4.91 1.09
H 2.22 6.31 2.88
H 0.49 5.38 4.38
H -0.28 3.06 4.10
H 0.80 -0.81 4.64
H -0.79 -1.33 6.43
H -3.05 -0.35 6.42
H -3.74 1.15 4.57
H -2.14 1.71 2.77
H 4.26 -2.91 0.07
H 5.03 -3.93 -1.99
H 3.59 -3.96 -3.99
H 1.33 -2.99 -3.90
H 1.62 -0.48 -3.89
H 1.11 0.79 -5.93
H -1.23 1.29 -6.53
H -3.08 0.52 -5.08
H -2.59 -0.78 -3.05
H -1.37 -3.05 -4.11
H -2.66 -5.13 -4.27
H -3.26 -6.39 -2.24
H -2.52 -5.58 -0.02
H -1.17 -3.53 0.16
C 2.66 2.09 -2.20
C 1.85 3.03 -2.81
C 0.48 3.00 -2.58
C -0.04 2.03 -1.75
N 0.76 1.15 -1.10
C 2.08 1.18 -1.34
C -1.49 1.86 -1.50
C -2.50 2.58 -2.10
C -3.81 2.30 -1.75
C -4.09 1.32 -0.81
C -3.03 0.61 -0.26
N -1.77 0.89 -0.63
C -3.12 -0.48 0.73
C -4.32 -0.94 1.24
C -4.32 -1.96 2.18
C -3.11 -2.48 2.59
C -1.94 -1.98 2.04
N -1.93 -1.01 1.11
H 3.72 2.07 -2.37
H 2.27 3.79 -3.46
H -0.17 3.72 -3.05
H 2.69 0.46 -0.82
H -2.28 3.34 -2.84
H -4.62 2.86 -2.20
H -5.10 1.11 -0.52
H -5.25 -0.50 0.91
H -5.25 -2.34 2.58
H -3.05 -3.26 3.33
H -0.98 -2.37 2.33
C -3.14 5.78 2.86
C -2.40 5.76 1.53
C -1.91 4.42 1.20
N -1.54 3.36 0.96
H -3.49 6.79 3.07
H -2.49 5.47 3.68
H -4.01 5.12 2.84
H -1.54 6.44 1.54
H -3.05 6.09 0.72

## Properties
**Total charge**: +3
**LUMO energy (spin up / spin down)**: -8.139 / -8.719 eV
**Electronic energy**: -122534.7922 eV
**HOMO energy (spin up / spin down)**: -15.74 / -15.88 eV
**2S+1**: 4
**Orbital gap (spin up / spin down)**: 7.599 / 7.163 eV

These are the Löwdin partial charges, in e, on atoms 1 to 99: 0.448 -0.409 0.888 -0.327 -0.029 -0.012 -0.006 -0.051 -0.346 1.090 -0.381 -0.091 -0.049 -0.045 -0.053 -0.088 -0.369 -0.063 -0.042 -0.044 -0.054 -0.120 -0.327 -0.026 -0.012 -0.007 -0.052 -0.330 1.103 -0.362 -0.088 -0.046 -0.039 -0.049 -0.110 -0.334 -0.075 -0.041 -0.037 -0.046 -0.082 0.097 0.131 0.131 0.128 0.089 0.116 0.120 0.119 0.106 0.110 0.121 0.121 0.117 0.085 0.092 0.132 0.131 0.123 0.105 0.121 0.122 0.121 0.118 0.110 0.122 0.122 0.118 0.073 -0.002 0.013 0.042 -0.186 0.001 -0.114 -0.229 0.024 0.020 0.047 -0.177 0.012 -0.182 0.037 0.012 0.007 -0.105 0.023 0.132 0.136 0.129 0.113 0.130 0.136 0.128 0.125 0.134 0.133 0.101 -0.075



Entry 3:
Molecular formula: C4H6O2
Method: DFT, ωB97M-V/def2-TZVPD

Atoms and positions in Å:
O 2.07 -0.56 0.05
C 1.08 -1.30 0.53
C -0.14 -1.37 0.92
O 1.01 -2.54 1.06
H 2.57 -1.02 -0.65
H -0.96 -1.17 1.57
C -1.38 0.95 -0.88
C -0.50 1.76 -0.29
H -2.42 1.23 -1.01
H -1.09 -0.03 -1.24
H -0.79 2.74 0.08
H 0.54 1.48 -0.16

## Properties
**LUMO energy**: 0.510 eV
**Electronic energy**: -8334.9510 eV
**HOMO energy**: -8.34 eV
**SMILES string**: OC1=CO1.C=C
**ΔE to the lowest compared entry with this formula, charge and spin**: 531.7 kJ/mol
**Orbital gap**: 8.847 eV

Here is what natural (NBO) gives for the atomic charges, in e: -0.654 0.565 -0.124 -0.532 0.508 0.240 -0.394 -0.394 0.194 0.199 0.194 0.199



Entry 4:
Molecular formula: C17H27As2MnN3O6S2
Method: DFT, ωB97M-V/def2-TZVPD

Atoms and positions in Å:
Mn -0.47 0.03 0.30
O -3.08 1.96 -3.29
As -2.79 1.80 -1.54
O -4.20 1.48 -0.75
O -1.58 0.66 -1.48
C -2.25 3.64 -1.21
C -2.83 4.59 -2.05
C -2.60 5.95 -1.86
C -1.79 6.38 -0.83
C -1.21 5.45 0.02
C -1.43 4.09 -0.17
S -0.58 2.98 0.93
O -1.55 1.90 1.23
O -0.22 3.77 2.09
O 0.54 2.44 0.17
H -2.49 1.30 -3.68
H -3.46 4.26 -2.86
H -3.06 6.67 -2.53
H -1.61 7.44 -0.67
H -0.57 5.75 0.84
N -3.11 -0.68 2.24
N -2.61 -0.71 0.87
H -3.08 0.31 2.49
H -2.39 -1.10 2.83
H -3.15 0.02 0.38
H -2.95 -1.57 0.45
C 1.13 0.06 2.66
As 0.79 -1.81 2.95
C -0.24 -3.01 1.84
C 2.53 -2.63 2.82
S 0.00 -2.01 4.90
H 1.67 0.23 1.73
H 1.72 0.33 3.54
H 0.20 0.65 2.71
H 0.31 -3.18 0.92
H -1.22 -2.60 1.61
H -0.34 -3.88 2.48
H 2.80 -2.70 1.77
H 2.46 -3.62 3.27
H 3.25 -2.03 3.37
C -0.34 -3.05 -2.04
C 1.15 -2.91 -1.94
C 1.99 -3.69 -2.71
C 3.38 -3.55 -2.68
C 3.91 -2.56 -1.86
C 3.12 -1.75 -1.06
C 3.71 -0.65 -0.23
C 1.67 -1.90 -1.03
N 0.91 -1.20 -0.24
H -0.61 -3.93 -2.64
H -0.79 -2.16 -2.48
H -0.79 -3.15 -1.05
H 1.55 -4.44 -3.37
H 4.03 -4.17 -3.30
H 4.99 -2.40 -1.84
H 4.74 -0.44 -0.53
H 3.72 -0.89 0.84
H 3.11 0.25 -0.33

## Properties
**Total charge**: -2
**LUMO energy (spin up / spin down)**: 4.479 / 4.479 eV
**Electronic energy**: -209492.3066 eV
**HOMO energy (spin up / spin down)**: -0.08 / -0.34 eV
**2S+1**: 6
**ΔE to the lowest compared entry with this formula, charge and spin**: 0.0 kJ/mol
**Orbital gap (spin up / spin down)**: 4.563 / 4.815 eV

Here is what natural (NBO) gives for the atomic charges, in e: 1.392 -1.053 2.422 -1.176 -1.245 -0.302 -0.222 -0.223 -0.225 -0.190 -0.336 2.405 -1.047 -0.991 -0.986 0.494 0.233 0.197 0.197 0.240 -0.672 -0.747 0.362 0.346 0.415 0.359 -0.974 1.470 -0.946 -0.982 -0.836 0.278 0.247 0.248 0.282 0.231 0.228 0.264 0.230 0.227 -0.616 -0.152 -0.207 -0.379 -0.209 -0.148 -0.619 0.286 -1.251 0.177 0.213 0.195 0.169 0.174 0.169 0.181 0.181 0.223